[1]
{
  "formula": "C22H17ClFN3O8ReS3",
  "method": "ωB97M-V/def2-TZVPD",
  "elements": ["Re", "O", "Cl", "O", "O", "O", "O", "C", "O", "C", "C", "C", "C", "S", "C", "C", "H", "H", "H", "H", "H", "F", "C", "C", "C", "C", "C", "C", "H", "H", "H", "H", "N", "C", "C", "C", "C", "C", "C", "S", "O", "O", "N", "C", "S", "C", "C", "N", "H", "H", "H", "H", "H", "H", "H", "H"],
  "coordinates": [[-0.1486, 1.2737, -0.3929], [2.0332, 1.8291, -1.9615], [0.7927, 2.1189, -2.6115], [0.8980, 2.6674, -3.9001], [-0.0490, 0.8801, -2.6057], [0.0444, 3.0222, -1.6769], [-2.0222, -0.6627, 7.0511], [-1.4294, 0.5446, 6.9059], [-1.3150, 1.2723, 7.8487], [-0.9373, 0.8944, 5.5357], [-1.4678, 0.3412, 4.3791], [-1.0081, 0.7352, 3.1341], [0.0017, 1.6868, 3.0375], [0.6250, 2.3146, 1.5131], [0.5502, 2.2343, 4.1974], [0.0724, 1.8468, 5.4344], [-1.9541, -1.1725, 6.2362], [-2.2785, -0.3797, 4.4265], [-1.4333, 0.3138, 2.2376], [1.3469, 2.9657, 4.1203], [0.4735, 2.2765, 6.3428], [-6.2262, 2.2377, -0.3103], [-4.9034, 2.0135, -0.2823], [-4.1549, 2.5765, 0.7326], [-2.7892, 2.3445, 0.7583], [-2.1774, 1.5518, -0.2199], [-2.9748, 1.0055, -1.2354], [-4.3422, 1.2293, -1.2711], [-4.6394, 3.1922, 1.4798], [-2.1964, 2.7833, 1.5505], [-2.5324, 0.3899, -2.0126], [-4.9676, 0.8117, -2.0492], [2.9828, -2.6990, -6.4669], [3.0909, -2.3664, -5.1342], [2.9409, -3.3396, -4.1422], [3.0071, -2.9951, -2.8052], [3.2227, -1.6700, -2.4403], [3.4093, -0.6973, -3.4194], [3.3351, -1.0413, -4.7520], [3.3276, -1.2671, -0.7355], [4.3447, -0.2822, -0.5405], [3.3858, -2.5180, -0.0189], [1.8927, -0.5472, -0.3759], [0.8916, -1.2831, 0.0332], [0.7279, -2.9995, 0.3374], [-0.9747, -2.7810, 0.6560], [-1.3401, -1.5049, 0.5610], [-0.2917, -0.6398, 0.2329], [3.0107, -3.6659, -6.7308], [3.2837, -2.0393, -7.1596], [2.7815, -4.3731, -4.4303], [2.8985, -3.7439, -2.0322], [3.6383, 0.3157, -3.1301], [3.4818, -0.2849, -5.5161], [-1.6093, -3.6169, 0.9063], [-2.3289, -1.0990, 0.7111]],
  "lumo_ev": [-0.315, -1.821],
  "spin_multiplicity": 4,
  "e_above_lowest_kj_mol": 125.8,
  "orbital_gap_ha": [0.29433, 0.24192],
  "e_homo_ha": [-0.3059, -0.3089],
  "mol_weight_da": 788.25,
  "energy_ev": -93807.497
}

***

[2]
{
  "formula": "C22H17F2N3O4",
  "method": "ωB97M-V/def2-TZVPD",
  "elements": ["O", "O", "F", "F", "N", "O", "O", "C", "C", "C", "C", "C", "C", "C", "C", "C", "C", "C", "C", "C", "C", "C", "C", "C", "C", "C", "N", "N", "C", "C", "C", "H", "H", "H", "H", "H", "H", "H", "H", "H", "H", "H", "H", "H", "H", "H", "H", "H"],
  "coordinates": [[0.5109, -0.1365, 2.4085], [-3.1813, 0.4349, -0.1030], [-0.3682, 5.5246, -3.5150], [-1.5408, 6.9196, -2.3062], [-0.9894, -1.5013, 0.1971], [-1.4948, -3.6142, -1.3735], [0.3790, 5.8990, -1.4727], [-0.6034, 0.1595, 1.9975], [-2.3016, 0.3926, 0.7520], [0.1165, -2.2774, 0.4480], [-1.4723, 4.3305, -1.1033], [0.3763, 4.4877, 0.4339], [-2.0281, 3.3236, -0.4730], [-0.3058, 3.5315, 1.1360], [4.5067, -4.7869, 0.1791], [0.1496, -5.1888, -1.8926], [4.1055, -3.6787, 0.9581], [-0.2579, 4.8798, -0.7884], [-0.2833, -4.1001, -1.1332], [-1.4772, 2.8634, 0.6998], [3.6358, -5.4900, -0.6972], [1.5224, -5.5728, -1.8185], [2.6848, -3.2588, 0.8604], [0.6162, -3.4364, -0.3008], [2.3570, -4.9367, -0.9510], [1.9000, -3.8648, -0.1124], [-1.3569, -0.5329, 0.9945], [-1.2433, 1.2952, 2.5911], [-0.2781, 6.4710, -2.6095], [-3.4720, 2.3137, 1.9014], [-2.1160, 1.7344, 1.4994], [-1.7278, -2.8034, -0.9845], [0.6012, -2.1436, 1.4044], [-1.9159, 4.4926, -2.0500], [1.3217, 4.9210, 0.7710], [-2.9247, 2.8233, -0.8437], [0.1012, 3.2082, 2.0825], [5.5203, -5.1686, 0.2902], [-0.5095, -5.5348, -2.5948], [4.7663, -3.2023, 1.5500], [3.9009, -6.3903, -1.2549], [1.8514, -6.4327, -2.4221], [2.5071, -2.5381, 1.6108], [-0.5323, 1.9344, 3.0295], [0.3351, 7.2341, -3.0878], [-4.0983, 2.4366, 1.0330], [-3.9196, 1.6549, 2.6709], [-3.3673, 3.3240, 2.3888]],
  "lumo_ev": -0.518,
  "spin_multiplicity": 1,
  "e_above_lowest_kj_mol": 246.2,
  "orbital_gap_ha": 0.27247,
  "e_homo_ha": -0.2915,
  "mol_weight_da": 425.39,
  "smiles": "C[C@@]1(c2ccc(OC(F)F)cc2)NC(=O)N(/N=C/c2c(O)ccc3ccccc23)C1=O",
  "energy_ev": -41182.404
}

***

[3]
{
  "formula": "C22H17GaO6PSe3Te",
  "method": "ωB97M-V/def2-TZVPD",
  "elements": ["Ga", "O", "C", "O", "C", "P", "C", "C", "C", "C", "C", "C", "C", "C", "C", "C", "C", "C", "H", "H", "H", "H", "H", "H", "H", "H", "H", "H", "H", "H", "Se", "Se", "Te", "Se", "O", "C", "O", "C", "C", "C", "C", "O", "C", "O", "C", "C", "H", "H", "H", "H", "H"],
  "coordinates": [[1.5459, -0.9484, 0.6814], [-1.9573, -3.1083, 1.0416], [-1.1642, -2.1920, 0.9017], [0.1039, -2.3226, 0.7091], [-1.6932, -0.7488, 0.9312], [-0.4558, 0.3598, 1.6725], [-1.0712, 2.0221, 1.2503], [-0.3349, 2.8319, 0.3924], [-0.8210, 4.0832, 0.0312], [-2.0371, 4.5282, 0.5243], [-2.7755, 3.7228, 1.3841], [-2.2940, 2.4760, 1.7462], [-0.7384, 0.2415, 3.4617], [-1.3450, -0.8781, 4.0241], [-1.4558, -0.9891, 5.4039], [-0.9641, 0.0110, 6.2279], [-0.3543, 1.1277, 5.6702], [-0.2374, 1.2396, 4.2953], [-2.6705, -0.7120, 1.4101], [-1.7879, -0.4183, -0.1068], [0.6184, 2.4806, 0.0164], [-0.2421, 4.7092, -0.6361], [-2.4131, 5.5042, 0.2426], [-3.7254, 4.0690, 1.7723], [-2.8626, 1.8516, 2.4259], [-1.7217, -1.6784, 3.3982], [-1.9204, -1.8685, 5.8314], [-1.0456, -0.0819, 7.3037], [0.0439, 1.9068, 6.3081], [0.2600, 2.1003, 3.8642], [2.3552, -2.0676, 2.6953], [4.3391, -0.9308, 3.1818], [3.5641, 1.4169, 2.7539], [3.0296, 1.0484, 0.3486], [0.6585, -0.3993, -1.3141], [1.4869, -1.2250, -1.7670], [2.2827, -1.8373, -0.9934], [1.5580, -1.4863, -3.2342], [2.7943, -1.6555, -3.8393], [2.9020, -1.8727, -5.2151], [1.7283, -1.9299, -5.9234], [1.5563, -2.1643, -7.2664], [0.1614, -2.0080, -7.5092], [-0.5011, -1.9057, -6.2562], [0.4954, -1.7723, -5.3166], [0.3705, -1.5385, -3.9733], [3.6807, -1.6200, -3.2208], [3.8597, -1.9988, -5.7003], [-0.2110, -2.8813, -8.0463], [-0.0057, -1.0928, -8.0880], [-0.5885, -1.3982, -3.4951]],
  "lumo_ev": 2.322,
  "spin_multiplicity": 1,
  "e_above_lowest_kj_mol": 2.5,
  "orbital_gap_ha": 0.25152,
  "e_homo_ha": -0.1662,
  "mol_weight_da": 842.55,
  "energy_ev": -300379.035,
  "total_charge": -1
}

***

[4]
{
  "formula": "C22H17N3O2PdSe",
  "method": "ωB97M-V/def2-TZVPD",
  "elements": ["Pd", "C", "O", "C", "C", "C", "C", "C", "C", "N", "N", "C", "C", "O", "C", "C", "C", "C", "C", "C", "C", "C", "H", "H", "H", "H", "H", "H", "H", "H", "H", "H", "H", "H", "H", "Se", "C", "C", "C", "N", "C", "C", "H", "H", "H", "H"],
  "coordinates": [[-0.2554, -1.0280, 0.0595], [-3.7135, -1.6582, 0.0169], [-2.6440, -0.7296, 0.0068], [-2.9618, 0.6161, -0.0760], [-4.2527, 1.1163, -0.1022], [-4.4779, 2.4850, -0.1890], [-3.4118, 3.3651, -0.2505], [-2.1233, 2.8802, -0.2337], [-1.8643, 1.5060, -0.1411], [-0.5754, 1.0147, -0.1423], [0.3688, 1.8936, -0.0390], [1.6703, 1.7100, -0.0451], [2.3299, 0.4168, -0.0976], [1.7486, -0.6318, -0.5174], [3.6981, 0.3613, 0.3125], [4.4467, 1.4803, 0.4674], [3.8915, 2.7701, 0.2333], [4.7008, 3.9111, 0.1504], [4.1575, 5.1384, -0.1408], [2.7780, 5.2599, -0.3049], [1.9609, 4.1591, -0.2044], [2.4993, 2.8887, 0.0243], [-4.3238, -1.5741, -0.8881], [-4.3463, -1.5216, 0.8994], [-3.2560, -2.6462, 0.0495], [-5.0983, 0.4478, -0.0658], [-5.4920, 2.8537, -0.2066], [-3.5853, 4.4278, -0.3242], [-1.2846, 3.5532, -0.2862], [4.1228, -0.6249, 0.4199], [5.4944, 1.4097, 0.7209], [5.7691, 3.8082, 0.2772], [4.7963, 6.0038, -0.2512], [2.3532, 6.2254, -0.5289], [0.8947, 4.2457, -0.3448], [0.5536, -3.1303, 0.7700], [-0.0878, -4.8911, 0.3322], [-1.2897, -5.3974, 0.8163], [-1.6027, -6.7191, 0.5467], [-0.8248, -7.5307, -0.1502], [0.3225, -7.0480, -0.6001], [0.7454, -5.7477, -0.3861], [-1.9494, -4.7767, 1.4077], [-2.5219, -7.1521, 0.9213], [0.9427, -7.7408, -1.1544], [1.6989, -5.4017, -0.7594]],
  "lumo_ev": -1.659,
  "spin_multiplicity": 1,
  "orbital_gap_ha": 0.21931,
  "e_homo_ha": -0.2803,
  "mol_weight_da": 540.78,
  "energy_ev": -100479.026
}